[1]
# C3H4NO2S

An isolated ion of composition C3H4NO2S and charge -1 in a non-equilibrium geometry (ωB97M-V/def2-TZVPD, OMol25).

Structure (ORCA input):
```
! wB97M-V def2-TZVPD RIJCOSX def2/J DEFGRID3
* xyz -1 1
C -1.892 -0.502 -0.423
N -0.672 -0.561 -0.760
C 0.275 -0.279 0.154
S 1.532 -1.525 0.024
C 0.931 1.259 0.078
O 2.154 1.238 -0.072
O 0.065 2.121 0.099
H -2.528 -0.504 -1.196
H -2.218 -0.189 0.608
H -0.190 -0.383 1.253
H 2.544 -0.674 0.237
*
```

The calculation puts the LUMO energy at 3.656 eV. Its HOMO energy is -4.28 eV. The HOMO-LUMO gap is 7.93 eV. The SMILES is C=N[C@@H](S)C(=O)[O-].

=====

[2]
# C31H41I2N6O6PReS3

C31H41I2N6O6PReS3 as an isolated structure (ωB97M-V/def2-TZVPD, OMol25).

Structure (ORCA input):
```
! wB97M-V def2-TZVPD RIJCOSX def2/J DEFGRID3
* xyz 0 4
Re -0.786 0.009 0.325
C -3.537 0.824 -3.019
C -2.272 0.789 -2.216
N -2.186 -0.025 -1.193
N -3.061 -1.127 -1.251
C -2.493 -2.210 -0.865
S -0.835 -2.305 -0.310
S -3.330 -3.734 -0.780
C -4.875 -3.421 -1.684
C -4.784 -3.764 -3.143
C -4.401 -2.803 -4.071
C -4.295 -3.123 -5.417
C -4.573 -4.411 -5.850
C -4.959 -5.376 -4.930
C -5.064 -5.053 -3.585
C -1.131 1.565 -2.653
C -1.267 2.450 -3.737
C -0.185 3.061 -4.320
C 1.096 2.779 -3.841
C 1.269 1.926 -2.778
C 0.167 1.339 -2.145
O 0.436 0.589 -1.083
H -4.326 0.281 -2.512
H -3.382 0.411 -4.017
H -3.838 1.865 -3.135
H -5.147 -2.381 -1.514
H -5.614 -4.045 -1.182
H -4.183 -1.802 -3.723
H -3.998 -2.364 -6.130
H -4.494 -4.662 -6.899
H -5.182 -6.382 -5.261
H -5.366 -5.810 -2.871
H -2.252 2.663 -4.124
H -0.323 3.747 -5.144
H 1.960 3.242 -4.303
H 2.251 1.709 -2.379
C 4.521 5.811 1.958
C 3.169 5.219 1.670
C 3.014 4.214 0.718
C 1.773 3.654 0.470
C 0.669 4.102 1.182
C 0.796 5.108 2.124
C 2.045 5.661 2.362
S -0.898 3.341 0.857
O -1.057 3.265 -0.570
O -1.885 4.048 1.628
N -0.701 1.832 1.411
C -0.793 1.862 2.892
C -0.210 0.639 3.595
O 0.844 0.742 4.198
O -0.869 -0.484 3.517
H 5.261 5.482 1.229
H 4.870 5.511 2.948
H 4.486 6.901 1.940
H 3.879 3.868 0.163
H 1.650 2.874 -0.273
H -0.081 5.450 2.657
H 2.148 6.448 3.099
H -1.834 1.994 3.196
H -0.228 2.714 3.273
C 1.693 -2.110 4.534
N 1.471 -2.411 3.119
C 0.470 -3.452 2.916
P 1.923 -1.420 1.913
O 0.919 -0.413 1.366
N 2.307 -2.456 0.686
C 2.576 -1.917 -0.643
C 3.004 -3.713 0.921
N 3.178 -0.528 2.457
C 3.271 0.921 2.341
C 4.373 -1.180 2.962
H 2.235 -2.941 4.996
H 0.732 -1.976 5.029
H 2.240 -1.183 4.652
H 0.776 -4.355 3.451
H 0.354 -3.685 1.861
H -0.496 -3.121 3.305
H 2.074 -0.965 -0.788
H 2.206 -2.615 -1.396
H 3.653 -1.780 -0.794
H 2.820 -4.080 1.927
H 4.085 -3.599 0.780
H 2.647 -4.459 0.208
H 2.334 1.332 1.981
H 4.079 1.194 1.653
H 3.468 1.359 3.322
H 4.211 -2.251 3.076
H 4.635 -0.774 3.943
H 5.221 -1.026 2.288
I -2.773 -0.548 2.329
I -5.298 -0.554 1.097
*
```

The calculation puts the LUMO energy (alpha / beta) at -0.562 / -1.113 eV. Its HOMO energy (alpha / beta) is -7.84 / -8.36 eV. The HOMO-LUMO gap (alpha / beta) is 7.27 / 7.25 eV.

=====

[3]
# C5H10N

An isolated ion of composition C5H10N and charge +1 in a non-equilibrium geometry (ωB97M-V/def2-TZVPD, OMol25).

Structure (ORCA input):
```
! wB97M-V def2-TZVPD RIJCOSX def2/J DEFGRID3
* xyz 1 1
C -2.249 -0.355 1.530
N -1.592 0.193 0.359
C -0.295 0.112 0.343
C 0.700 0.548 -0.609
C 1.531 -0.532 -1.397
C 2.319 0.539 -0.739
H -1.687 -1.117 1.970
H -2.627 0.499 2.239
H -3.064 -0.989 1.086
H -2.222 0.433 -0.380
H 0.177 -0.379 1.151
H 0.197 1.182 -1.199
H 1.672 -1.489 -1.002
H 1.694 -0.369 -2.402
H 2.834 0.267 0.221
H 2.612 1.457 -1.171
*
```

The calculation puts the LUMO energy at -4.541 eV. Its HOMO energy is -14.95 eV. The HOMO-LUMO gap is 10.41 eV. The SMILES is C/[NH+]=C/C1CC1.

=====

[4]
# C19H18N3PtS3Sb

C19H18N3PtS3Sb as an isolated structure (ωB97M-V/def2-TZVPD, OMol25).

Structure (ORCA input):
```
! wB97M-V def2-TZVPD RIJCOSX def2/J DEFGRID3
* xyz 0 1
Pt 0.054 1.141 -0.076
C -3.403 0.953 -2.051
C -2.271 0.123 -2.580
C -2.036 -0.017 -3.944
C -0.997 -0.822 -4.371
C -0.239 -1.499 -3.427
C -0.526 -1.298 -2.085
N -1.502 -0.488 -1.672
Sb 0.469 -2.470 -0.575
C -0.774 -1.787 1.041
C -1.374 -2.748 1.839
C -2.184 -2.344 2.891
C -2.368 -0.994 3.108
C -1.739 -0.073 2.273
C -1.914 1.401 2.473
N -0.960 -0.476 1.263
C 2.170 -1.265 -0.025
C 3.393 -1.458 -0.649
C 4.493 -0.761 -0.171
C 4.341 0.055 0.934
C 3.083 0.186 1.515
C 2.856 1.028 2.734
N 2.015 -0.445 1.015
H -3.853 1.560 -2.834
H -3.050 1.610 -1.256
H -4.171 0.302 -1.629
H -2.660 0.510 -4.653
H -0.788 -0.935 -5.427
H 0.555 -2.170 -3.729
H -1.208 -3.799 1.640
H -2.664 -3.075 3.529
H -2.991 -0.637 3.916
H -2.564 1.607 3.322
H -2.339 1.855 1.577
H -0.946 1.877 2.636
H 3.487 -2.138 -1.486
H 5.460 -0.867 -0.647
H 5.182 0.597 1.346
H 3.720 1.652 2.956
H 2.661 0.384 3.594
H 1.985 1.668 2.594
S 1.432 5.041 -1.952
C 0.948 3.644 -1.294
S -0.458 2.678 -1.636
S 1.675 2.697 -0.027
*
```

The calculation puts the LUMO energy at -0.312 eV. Its HOMO energy is -7.45 eV. The HOMO-LUMO gap is 7.14 eV.

=====

[5]
# H14NO5

A 6-piece molecular cluster, H14NO5 overall in a non-equilibrium geometry (ωB97M-V/def2-TZVPD, OMol25).

Structure (ORCA input):
```
! wB97M-V def2-TZVPD RIJCOSX def2/J DEFGRID3
* xyz 1 1
N -0.416 -0.635 0.673
H -0.180 -1.621 0.542
H -1.131 -0.496 -0.049
H -0.893 -0.458 1.574
H 0.340 0.056 0.573
H 3.810 1.981 -2.599
H 4.395 0.628 -2.349
O 3.731 1.233 -2.005
H -0.296 -4.032 -1.170
H -1.916 -4.195 -0.762
O -1.144 -3.656 -0.942
H -2.669 1.219 -1.545
H -2.460 2.454 -0.542
O -2.354 1.512 -0.675
H 1.397 2.445 -0.224
H 1.970 1.295 -0.927
O 1.162 1.527 -0.442
H -0.467 -0.047 3.970
H -1.631 0.825 3.514
O -1.249 -0.035 3.386
*
```

The calculation puts the LUMO energy at -2.756 eV. Its HOMO energy is -14.89 eV. The HOMO-LUMO gap is 12.13 eV.

=====

[6]
# C13H30IN3O6P

A 5-piece molecular cluster, C13H30IN3O6P overall in a non-equilibrium geometry (ωB97M-V/def2-TZVPD, OMol25).

Structure (ORCA input):
```
! wB97M-V def2-TZVPD RIJCOSX def2/J DEFGRID3
* xyz 1 1
C 5.830 -2.970 -0.792
C 6.245 -1.591 -0.877
N 5.518 -0.407 -0.407
C 6.256 0.842 -0.358
C 5.320 1.949 0.180
N 4.096 1.159 0.421
P 2.781 2.138 1.112
O 1.341 1.986 0.218
I 2.388 1.118 3.356
C 4.174 -0.230 0.067
C 3.045 -1.324 0.222
C 1.717 -0.950 -0.638
O 1.952 -0.223 -1.666
N 0.384 -1.410 -0.362
C -0.698 -0.459 -0.719
C 0.209 -2.116 0.928
H 6.239 -3.697 0.002
H 5.093 -3.333 -1.605
H 7.297 -1.397 -1.320
H 7.319 1.126 -0.627
H 5.506 3.056 0.350
H 0.999 2.863 -0.067
H 3.335 -2.377 -0.130
H 2.774 -1.419 1.334
H -1.349 -0.926 -1.543
H -1.390 -0.290 0.192
H -0.370 0.575 -1.064
H 0.713 -1.644 1.838
H 0.610 -3.199 0.823
H -0.907 -2.240 1.207
C -3.628 -2.271 0.827
O -3.678 -1.245 -0.157
H -3.138 -1.881 1.718
H -4.643 -2.586 1.081
H -3.058 -3.121 0.442
H -4.116 -1.617 -0.933
C -2.150 1.628 -3.211
O -3.543 1.402 -3.045
H -1.991 2.196 -4.128
H -1.767 2.199 -2.360
H -1.630 0.671 -3.284
H -3.654 0.898 -2.227
C -4.261 4.909 -1.940
O -4.605 3.582 -1.574
H -4.668 5.596 -1.198
H -3.173 5.013 -1.971
H -4.686 5.142 -2.920
H -4.232 2.992 -2.248
C -4.266 -1.131 4.513
O -3.336 -2.048 3.952
H -5.014 -0.882 3.759
H -4.759 -1.587 5.374
H -3.746 -0.220 4.820
H -2.687 -2.251 4.637
*
```

The calculation puts the LUMO energy at -5.017 eV. Its HOMO energy is -11.34 eV. The HOMO-LUMO gap is 6.32 eV.

=====

[7]
# C3H5N

C3H5N as an isolated structure in a non-equilibrium geometry (ωB97M-V/def2-TZVPD, OMol25).

Structure (ORCA input):
```
! wB97M-V def2-TZVPD RIJCOSX def2/J DEFGRID3
* xyz 0 1
C -0.665 1.428 1.252
C 0.100 0.945 0.292
C 0.665 0.189 -0.488
N 1.300 -0.057 -1.514
H -0.952 2.396 1.342
H -1.252 0.775 1.898
H -0.200 -1.924 -0.670
H -0.327 -2.687 -0.437
H 1.330 -1.064 -1.675
*
```

The calculation puts the LUMO energy at -0.187 eV. Its HOMO energy is -9.21 eV. The HOMO-LUMO gap is 9.02 eV.

=====

[8]
# C18H29N5O5S

C18H29N5O5S as an isolated structure in a non-equilibrium geometry (ωB97M-V/def2-TZVPD, OMol25).

Structure (ORCA input):
```
! wB97M-V def2-TZVPD RIJCOSX def2/J DEFGRID3
* xyz 0 1
C -7.572 -0.431 0.088
H -7.841 -1.442 -0.212
C -7.182 -0.182 1.467
C -6.232 -1.291 1.990
C -4.847 -0.853 1.866
N -4.493 -0.353 0.753
C -4.467 0.906 0.524
O -4.463 1.991 0.998
N -4.245 1.262 -1.110
H -4.073 2.159 -1.291
S -3.652 0.340 -2.116
O -4.381 -1.012 -2.036
O -3.668 0.606 -3.517
C -1.870 0.068 -1.609
C -1.004 0.933 -2.177
C 0.252 0.853 -1.509
C 0.771 -0.323 -0.753
C -0.223 -1.190 -0.329
C -1.394 -0.957 -0.894
H -2.249 -1.767 -0.429
H 0.098 -1.952 0.131
N 1.916 -0.186 -0.176
C 3.131 0.548 -0.629
O 3.102 1.385 -1.319
C 4.390 0.074 -0.205
N 4.886 -1.304 -0.633
C 4.200 -2.695 -0.354
O 3.338 -2.458 0.448
N 4.548 -3.606 -0.977
H 5.519 -3.565 -1.537
H 4.309 -4.367 -0.861
H 5.305 -1.250 -1.598
C 5.561 0.974 0.070
C 6.784 0.184 0.588
H 7.061 -0.641 0.054
H 7.668 1.223 0.599
H 6.685 0.030 1.477
H 5.698 1.279 -0.716
C 5.079 2.196 0.892
C 5.942 3.457 0.851
H 7.112 3.017 1.338
H 6.049 3.679 -0.049
H 5.561 4.146 1.319
H 4.957 1.719 1.951
H 4.009 2.537 0.459
H 4.283 -0.432 1.053
H 2.295 -1.216 0.290
H 1.167 1.484 -1.908
H -1.308 1.831 -2.803
H -4.652 -0.872 -0.002
H -4.804 0.260 2.606
H -4.142 -1.377 2.351
H -6.115 -2.104 1.308
H -6.456 -1.627 3.142
H -8.159 -0.496 2.154
H -6.966 0.843 1.906
H -8.403 0.223 -0.380
H -6.812 -0.259 -0.542
*
```

The calculation puts the LUMO energy at -0.104 eV. Its HOMO energy is -7.73 eV. The HOMO-LUMO gap is 7.63 eV.

=====

[9]
# C20H50F4K3N2O18S4

C20H50F4K3N2O18S4 as an isolated structure in a non-equilibrium geometry (ωB97M-V/def2-TZVPD, OMol25).

Structure (ORCA input):
```
! wB97M-V def2-TZVPD RIJCOSX def2/J DEFGRID3
* xyz 1 1
K 2.090 0.249 6.689
K -0.956 7.694 2.553
K -0.905 5.457 -3.204
N -2.901 9.364 -1.896
S -4.546 9.322 -2.325
O -4.931 9.117 -3.713
O -5.481 10.057 -1.481
F -4.824 7.803 -1.963
S -2.879 10.761 -2.369
O -3.372 11.737 -1.404
O -3.040 11.061 -3.798
F -1.246 10.846 -2.085
N 0.016 3.081 0.536
S 1.515 2.225 0.489
O 1.980 1.746 -0.805
O 1.844 1.420 1.681
F 2.394 3.562 0.668
S -0.717 1.839 0.859
O -0.776 1.405 2.244
O -1.050 0.868 -0.209
F -2.141 2.702 0.799
C -6.024 -3.345 0.923
O -6.823 -2.209 0.704
C -7.387 -2.083 -0.553
C -8.341 -0.862 -0.540
O -9.496 -1.112 0.116
C -9.546 -1.313 1.549
H -6.510 -4.320 0.873
H -5.590 -3.271 1.920
H -5.204 -3.383 0.206
H -7.881 -3.022 -0.802
H -6.485 -1.910 -1.140
H -8.513 -0.559 -1.573
H -7.889 -0.012 -0.028
H -8.758 -0.827 2.124
H -9.499 -2.357 1.859
H -10.539 -1.041 1.906
C 1.501 -5.001 -1.812
O 2.281 -4.922 -0.648
C 3.400 -5.759 -0.452
C 4.518 -5.258 -1.292
O 5.700 -6.027 -1.114
C 6.396 -5.829 0.139
H 1.108 -6.016 -1.757
H 2.119 -4.807 -2.689
H 0.535 -4.496 -1.834
H 3.251 -6.810 -0.700
H 3.680 -5.675 0.599
H 4.766 -4.212 -1.114
H 4.196 -5.315 -2.332
H 6.519 -4.796 0.465
H 7.404 -6.149 -0.126
H 5.970 -6.298 1.026
C 14.182 -0.211 -5.578
O 13.653 -0.154 -4.269
C 12.380 0.432 -4.370
C 12.098 0.671 -2.949
O 10.770 0.987 -2.741
C 9.812 0.028 -2.984
H 13.428 -0.684 -6.207
H 15.128 -0.744 -5.671
H 14.336 0.830 -5.862
H 11.880 -0.349 -4.943
H 12.379 1.365 -4.934
H 12.601 1.575 -2.607
H 12.499 -0.124 -2.320
H 9.062 0.105 -2.196
H 10.140 -1.002 -2.840
H 9.384 -0.001 -3.985
C -5.205 -0.905 8.293
O -5.637 -0.942 9.613
C -5.407 -2.199 10.207
C -5.935 -2.368 11.623
O -5.358 -1.592 12.618
C -6.011 -1.610 13.937
H -5.206 0.108 7.891
H -5.927 -1.491 7.724
H -4.217 -1.297 8.054
H -4.327 -2.349 10.227
H -5.756 -3.017 9.577
H -5.992 -3.411 11.934
H -6.964 -2.035 11.484
H -5.868 -2.598 14.373
H -7.051 -1.330 13.768
H -5.559 -0.889 14.618
C 1.873 2.166 -6.245
O 0.485 1.984 -6.314
C 0.054 0.583 -6.353
C -1.505 0.652 -6.344
O -2.005 1.683 -5.443
C -3.417 1.848 -5.374
H 2.334 1.831 -7.174
H 2.298 1.592 -5.422
H 2.043 3.236 -6.130
H 0.352 0.085 -5.430
H 0.466 -0.025 -7.158
H -1.871 -0.312 -5.989
H -1.938 0.861 -7.322
H -3.895 0.890 -5.174
H -3.958 2.247 -6.231
H -3.562 2.556 -4.558
*
```

The calculation puts the LUMO energy at -4.376 eV. Its HOMO energy is -10.44 eV. The HOMO-LUMO gap is 6.06 eV.

=====

[10]
# C3H2N6

C3H2N6 as an isolated structure in a non-equilibrium geometry (ωB97M-V/def2-TZVPD, OMol25).

Structure (ORCA input):
```
! wB97M-V def2-TZVPD RIJCOSX def2/J DEFGRID3
* xyz 0 1
C -1.756 -0.641 -0.774
C 1.138 0.676 0.019
C 0.789 -0.774 0.231
N -2.048 0.564 -0.217
N 0.214 -0.620 1.403
N -1.225 1.176 0.427
N 0.355 -1.780 -0.782
N -0.834 -1.432 -0.894
N 0.008 0.854 0.934
H 2.086 0.864 0.589
H 1.272 1.113 -0.937
*
```

The calculation puts the LUMO energy (alpha / beta) at -1.711 / -1.712 eV. Its HOMO energy (alpha / beta) is -9.12 / -9.12 eV. The HOMO-LUMO gap (alpha / beta) is 7.40 / 7.40 eV.

=====

[11]
# C10H20N3O4

A 2-piece molecular cluster, C10H20N3O4 overall in a non-equilibrium geometry (ωB97M-V/def2-TZVPD, OMol25).

Structure (ORCA input):
```
! wB97M-V def2-TZVPD RIJCOSX def2/J DEFGRID3
* xyz 1 1
C -0.842 -2.830 -0.031
C 0.596 -2.952 0.469
C 1.565 -2.033 -0.241
O 1.260 -0.633 -0.126
C 1.194 -0.091 1.133
C 2.136 -0.634 2.230
N 1.235 -0.937 3.389
C -0.038 -0.710 2.989
N -1.109 -1.090 3.626
N -0.182 -0.108 1.743
H -1.426 -3.665 0.352
H -1.312 -1.911 0.307
H -0.880 -2.869 -1.115
H 0.631 -2.841 1.556
H 0.936 -3.968 0.269
H 1.531 -2.239 -1.306
H 2.593 -2.212 0.076
H 1.439 0.959 0.981
H 2.891 0.086 2.521
H 2.607 -1.579 1.995
H 1.490 -0.465 4.249
H -1.987 -1.027 3.137
H -1.121 -1.389 4.588
H -0.397 0.861 1.970
C -1.044 1.132 -1.886
C -0.764 2.576 -2.221
C -1.912 3.367 -2.810
O -1.224 4.357 -3.583
C -0.023 3.841 -3.947
O 0.719 4.328 -4.726
O 0.205 2.678 -3.275
H -0.114 0.587 -1.745
H -1.635 1.060 -0.971
H -1.594 0.643 -2.692
H -0.351 3.099 -1.350
H -2.549 3.845 -2.071
H -2.522 2.761 -3.484
*
```

The calculation puts the LUMO energy at -3.946 eV. Its HOMO energy is -12.74 eV. The HOMO-LUMO gap is 8.80 eV.

=====

Number 1: total energy -19596.51994 eV. Number 2: total energy -114167.05913 eV. Number 3: total energy -6828.02729 eV. Number 4: total energy -66755.13111 eV. Number 5: total energy -11949.47553 eV. Number 6: total energy -48098.09380 eV. Number 7: total energy -4677.85995 eV. Number 8: total energy -47640.42375 eV. Number 9: total energy -164551.60170 eV. Number 10: total energy -12072.51930 eV. Number 11: total energy -23348.15669 eV.